A structure of composition C23H28N7O8P2RuS at a distorted geometry, computed with ωB97M-V/def2-TZVPD.

Atoms and positions in Å:
Ru1 -1.21 0.56 0.77
N1 -1.45 -1.79 4.63
C1 -0.04 -1.79 4.66
C2 0.35 -1.32 3.44
N2 -0.77 -0.95 2.73
C3 -1.81 -1.20 3.43
C4 -3.10 -0.85 2.93
N3 -3.28 -0.08 1.89
C5 -4.59 0.23 1.75
C6 -5.28 -0.34 2.85
N4 -4.29 -1.04 3.53
H1 -1.98 -2.05 5.40
H2 0.50 -2.13 5.47
H3 1.31 -1.30 3.01
H4 -4.98 0.86 0.93
H5 -6.29 -0.29 3.13
H6 -4.40 -1.70 4.26
C7 2.12 -3.52 -3.88
C8 1.20 -3.80 -2.71
N5 0.01 -3.00 -2.48
C9 -1.27 -3.46 -3.01
C10 -1.75 -3.00 -4.36
C11 0.12 -1.87 -1.69
S1 -1.41 -1.11 -1.09
N6 1.33 -1.40 -1.49
C12 1.67 -0.63 -0.40
O1 0.94 -0.35 0.59
C13 3.09 -0.21 -0.43
C14 3.50 0.47 0.77
C15 4.74 1.01 0.85
C16 5.65 0.81 -0.24
C17 5.23 0.16 -1.37
C18 3.95 -0.37 -1.49
H7 2.49 -4.45 -4.34
H8 3.04 -3.01 -3.52
H9 1.59 -2.93 -4.62
H10 1.75 -3.68 -1.82
H11 0.92 -4.81 -2.74
H12 -2.00 -3.38 -2.21
H13 -1.11 -4.53 -3.14
H14 -2.07 -1.99 -4.32
H15 -2.50 -3.73 -4.76
H16 -0.91 -2.99 -5.11
H17 2.87 0.52 1.60
H18 5.09 1.46 1.80
H19 6.73 1.19 -0.13
H20 5.87 0.04 -2.29
H21 3.66 -0.87 -2.41
O2 -3.17 4.55 0.15
P1 -2.85 3.37 1.20
O3 -3.82 3.14 2.28
O4 -2.64 2.18 0.29
O5 -1.48 3.89 1.82
P2 -0.79 3.01 3.01
O6 -1.96 2.86 4.08
O7 0.32 3.80 3.49
O8 -0.47 1.65 2.45
H22 -2.73 5.34 0.53
H23 -2.82 2.95 3.59
C19 1.51 3.37 -2.41
C20 0.26 2.93 -2.77
C21 -0.51 2.29 -1.73
N7 -0.01 2.15 -0.45
C22 1.10 2.72 -0.14
C23 1.95 3.29 -1.11
H24 2.08 3.81 -3.16
H25 -0.10 2.97 -3.79
H26 -1.45 1.79 -1.89
H27 1.54 2.74 0.88
H28 2.80 3.84 -0.71

Its expectation value of S² is 8.76. Its relative energy (zero: lowest compared OMol25 entry of this formula, charge and spin) is 1.433 eV. For the LUMO energy (spin up / spin down), the calculation gives -0.1 / -1.2 eV. The spin multiplicity is 6. The gap between HOMO and LUMO (spin up / spin down) comes out at 7.88 / 7.42 eV.